Formula: C21H21NO5
Source: the Open Molecules 2025 dataset
Level of theory: ωB97M-V with the def2-TZVPD basis set

Cartesian coordinates (Å):
1 C 2.600 -0.795 -2.844
2 C 2.887 -0.673 -1.358
3 C 4.239 -1.248 -0.954
4 O 2.857 0.698 -0.919
5 C 1.635 1.294 -0.806
6 O 1.569 2.457 -0.451
7 C 0.431 0.445 -0.991
8 C -0.796 1.055 -0.929
9 C -2.044 0.492 -1.394
10 C -2.136 -0.736 -2.095
11 C -3.375 -1.334 -2.308
12 C -4.550 -0.679 -1.924
13 C -4.485 0.604 -1.365
14 C -3.249 1.193 -1.133
15 C 0.616 -0.981 -0.668
16 O -0.280 -1.745 -0.349
17 O 1.906 -1.423 -0.584
18 H 1.638 -0.342 -3.112
19 H 3.401 -0.291 -3.400
20 H 2.597 -1.858 -3.116
21 H 4.382 -1.123 0.124
22 H 4.268 -2.313 -1.203
23 H 5.037 -0.724 -1.490
24 H -0.776 2.125 -0.717
25 H -1.222 -1.207 -2.452
26 H -3.402 -2.321 -2.772
27 H -5.514 -1.167 -2.068
28 H -5.399 1.141 -1.099
29 H -3.177 2.193 -0.701
30 C -3.333 -0.131 1.920
31 C -2.026 0.626 1.849
32 C -0.879 -0.207 1.800
33 N 0.403 0.222 2.106
34 C 0.733 1.557 2.187
35 C 2.001 1.949 2.554
36 C 2.961 1.012 2.914
37 C 2.616 -0.341 2.827
38 C 1.373 -0.727 2.389
39 O -1.979 1.874 1.769
40 H -3.389 -0.882 1.119
41 H -3.422 -0.655 2.882
42 H -4.168 0.563 1.814
43 H -1.005 -1.289 1.842
44 H -0.065 2.247 1.944
45 H 2.200 3.017 2.552
46 H 3.955 1.317 3.235
47 H 3.318 -1.129 3.092
48 H 1.048 -1.761 2.285

For the electronic energy, the calculation gives -1243.74720 Ha. The strongest force on any atom is 1.69 eV/A. The value obtained for the gap between HOMO and LUMO is 6.0 eV. For the HOMO energy, the calculation gives -6.94 eV.

=====

Formula: C21H22B3Br3F4O11
Source: the Open Molecules 2025 dataset
Level of theory: ωB97M-V with the def2-TZVPD basis set

Cartesian coordinates (Å):
1 F 3.819 -3.956 3.171
2 C 3.702 -4.358 1.806
3 C 2.611 -5.504 1.635
4 B 1.858 -5.467 0.215
5 O 2.503 -5.129 -1.042
6 B 1.968 -3.810 -1.322
7 C 3.050 -2.731 -1.897
8 C 2.629 -1.229 -1.615
9 C 3.000 -0.729 -0.138
10 Br 1.421 -0.885 1.089
11 O 0.601 -3.493 -1.067
12 B -0.147 -4.586 -0.534
13 C -1.774 -4.605 -0.590
14 C -2.407 -3.253 -1.128
15 C -3.292 -2.633 0.052
16 F -2.421 -2.450 1.147
17 Br -4.834 -3.807 0.484
18 C -3.875 -1.196 -0.304
19 F -4.882 -1.274 -1.246
20 F -2.807 -0.396 -0.709
21 Br -4.639 -0.353 1.322
22 O 0.448 -5.726 0.130
23 H 4.686 -4.752 1.405
24 H 3.474 -3.432 1.196
25 H 1.826 -5.298 2.436
26 H 3.034 -6.526 1.883
27 H 3.146 -2.908 -3.012
28 H 4.038 -2.974 -1.400
29 H 1.559 -0.984 -1.864
30 H 3.262 -0.576 -2.305
31 H 3.916 -1.231 0.282
32 H 3.244 0.373 -0.248
33 H -2.108 -4.823 0.476
34 H -2.077 -5.523 -1.184
35 H -1.669 -2.496 -1.508
36 H -3.116 -3.472 -1.991
37 C 0.171 3.765 -2.450
38 C 0.422 2.895 -1.469
39 C 1.652 3.001 -0.634
40 O 1.833 2.197 0.265
41 C 2.601 4.073 -0.937
42 C 2.351 4.941 -1.920
43 C 1.107 4.853 -2.738
44 O 0.908 5.674 -3.614
45 O 3.215 5.938 -2.217
46 O -0.432 1.880 -1.191
47 H -0.718 3.701 -3.062
48 H 3.498 4.127 -0.334
49 H 2.806 6.422 -2.959
50 H -0.030 1.394 -0.444
51 C -3.029 5.188 1.239
52 C -4.003 4.847 2.085
53 C -3.830 3.736 3.065
54 O -4.736 3.468 3.833
55 C -2.562 3.003 3.057
56 C -1.588 3.341 2.208
57 C -1.752 4.472 1.245
58 O -0.837 4.767 0.494
59 O -0.413 2.670 2.189
60 O -5.190 5.495 2.093
61 H -3.142 5.993 0.525
62 H -2.456 2.189 3.760
63 H 0.124 3.098 1.498
64 H -5.717 5.063 2.791

For the electronic energy, the calculation gives -9837.36601 Ha. The strongest force on any atom is 3.52 eV/A. The value obtained for the gap between HOMO and LUMO is 8.1 eV. For the HOMO energy, the calculation gives -9.72 eV.

=====

Formula: C21H22BrN3O2RuS4Sb
Source: the Open Molecules 2025 dataset
Level of theory: ωB97M-V with the def2-TZVPD basis set

Cartesian coordinates (Å):
1 Ru -0.549 -0.116 0.303
2 O -0.617 -2.069 1.023
3 N -1.483 -2.830 0.463
4 N -2.049 -2.307 -0.542
5 O -1.742 -1.109 -0.984
6 C -3.095 -2.992 -1.233
7 C -4.017 -2.210 -1.912
8 C -5.047 -2.854 -2.577
9 C -5.143 -4.239 -2.555
10 C -4.207 -4.996 -1.864
11 C -3.166 -4.372 -1.193
12 H -3.932 -1.129 -1.893
13 H -5.781 -2.262 -3.107
14 H -5.951 -4.733 -3.078
15 H -4.281 -6.075 -1.850
16 H -2.420 -4.936 -0.650
17 S -4.702 1.840 -0.471
18 Sb -2.673 2.603 0.151
19 S -1.590 1.195 1.892
20 S -0.887 1.749 -1.177
21 S -2.363 4.793 0.678
22 C 0.995 3.857 2.072
23 N 1.054 3.282 0.706
24 C 1.248 4.331 -0.318
25 C 2.061 2.201 0.561
26 C 1.977 1.192 1.664
27 C 2.975 1.239 2.636
28 C 2.965 0.385 3.723
29 C 1.914 -0.511 3.837
30 C 0.926 -0.562 2.866
31 C 0.931 0.262 1.727
32 H 0.213 4.617 2.066
33 H 1.973 4.278 2.317
34 H 0.732 3.069 2.778
35 H 0.147 2.822 0.484
36 H 2.173 4.860 -0.086
37 H 0.387 4.994 -0.276
38 H 1.299 3.858 -1.297
39 H 3.031 2.700 0.576
40 H 1.874 1.773 -0.434
41 H 3.776 1.964 2.535
42 H 3.750 0.426 4.466
43 H 1.860 -1.179 4.688
44 H 0.124 -1.275 2.991
45 Br 4.806 -1.893 -3.461
46 C 3.322 -1.351 -2.394
47 C 2.283 -0.657 -2.976
48 C 1.210 -0.256 -2.189
49 C 1.152 -0.529 -0.817
50 C 2.219 -1.258 -0.280
51 C 3.298 -1.669 -1.048
52 H 2.300 -0.432 -4.034
53 H 0.395 0.265 -2.670
54 H 2.217 -1.523 0.768
55 H 4.108 -2.231 -0.604

For the electronic energy, the calculation gives -5630.10409 Ha. As for the net charge: -1. The strongest force on any atom is 0.64 eV/A. The value obtained for the gap between HOMO and LUMO (alpha / beta) is 6.7 / 6.7 eV. For the HOMO energy (alpha / beta), the calculation gives -4.93 / -4.93 eV.

=====

Formula: C21H22Cl14N3O
Source: the Open Molecules 2025 dataset
Level of theory: ωB97M-V with the def2-TZVPD basis set

Cartesian coordinates (Å):
1 C 5.845 -2.403 -1.544
2 C 4.467 -2.169 -1.044
3 Cl 4.105 -2.889 0.479
4 C 3.521 -1.483 -1.667
5 Cl 3.728 -0.765 -3.196
6 N 2.226 -1.320 -1.056
7 C 1.264 -2.167 -1.350
8 C 0.041 -2.078 -0.719
9 C -0.131 -1.090 0.223
10 C -1.433 -0.991 0.956
11 C -2.410 -0.129 0.160
12 C -2.624 1.202 0.516
13 C -3.495 1.991 -0.237
14 C -4.146 1.435 -1.341
15 C -3.945 0.102 -1.693
16 C -3.070 -0.685 -0.946
17 C 0.957 -0.207 0.434
18 C 0.871 0.903 1.447
19 C 1.431 2.244 0.961
20 C 0.357 3.087 0.311
21 N 0.024 2.796 -0.995
22 O -0.236 3.921 0.936
23 N 2.107 -0.311 -0.193
24 H 5.918 -3.398 -1.972
25 H 6.137 -1.642 -2.254
26 H 6.524 -2.357 -0.699
27 H 1.475 -2.934 -2.075
28 H -0.717 -2.801 -0.960
29 H -1.293 -0.630 1.967
30 H -1.830 -1.999 1.016
31 H -2.132 1.641 1.369
32 H -3.666 3.016 0.043
33 H -4.826 2.036 -1.923
34 H -4.455 -0.338 -2.533
35 H -2.906 -1.722 -1.190
36 H 1.462 0.577 2.299
37 H -0.152 1.064 1.747
38 H 2.274 2.131 0.287
39 H 1.779 2.804 1.819
40 H -0.277 3.654 -1.449
41 H 0.800 2.404 -1.512
42 C -1.480 -5.133 2.257
43 Cl -2.096 -4.944 0.606
44 Cl -0.901 -6.764 2.533
45 Cl -0.210 -3.943 2.576
46 H -2.296 -4.938 2.939
47 C 5.197 3.065 -2.969
48 Cl 5.480 4.795 -2.898
49 Cl 3.640 2.653 -2.224
50 Cl 5.258 2.471 -4.627
51 H 5.973 2.568 -2.403
52 C -2.020 6.695 -1.231
53 Cl -1.218 7.752 -0.078
54 Cl -3.191 7.580 -2.202
55 Cl -0.831 5.894 -2.275
56 H -2.544 5.927 -0.680
57 C -4.577 -4.816 5.261
58 Cl -4.035 -5.190 6.889
59 Cl -3.738 -3.387 4.632
60 Cl -4.345 -6.196 4.183
61 H -5.634 -4.591 5.295

For the electronic energy, the calculation gives -7495.35993 Ha. As for the net charge: +1. The strongest force on any atom is 1.08 eV/A. The value obtained for the gap between HOMO and LUMO is 7.5 eV. For the HOMO energy, the calculation gives -11.87 eV.

=====

Formula: C21H22Cl2N9O3PdSi
Source: the Open Molecules 2025 dataset
Level of theory: ωB97M-V with the def2-TZVPD basis set

Cartesian coordinates (Å):
1 Pd 0.685 2.050 0.453
2 N 0.768 -3.189 -2.685
3 N 1.045 -2.621 -1.449
4 N 0.122 -2.479 -0.529
5 C 0.791 -1.822 0.409
6 N 2.069 -1.597 0.050
7 N 2.208 -2.101 -1.150
8 H 0.350 -2.438 -3.236
9 H 1.674 -3.403 -3.087
10 H 0.346 -1.472 1.328
11 C -1.360 3.106 -2.206
12 Si -1.385 2.329 -0.490
13 C -2.335 3.541 0.594
14 C -2.299 0.698 -0.527
15 H -2.385 3.407 -2.447
16 H -1.023 2.427 -2.989
17 H -0.734 4.001 -2.228
18 H -3.276 3.808 0.103
19 H -1.766 4.456 0.765
20 H -2.555 3.103 1.567
21 H -3.330 0.867 -0.859
22 H -2.313 0.257 0.471
23 H -1.829 -0.016 -1.204
24 O 2.540 3.377 -1.128
25 N 1.748 2.422 -1.241
26 C 1.764 1.739 -2.388
27 C 2.653 2.117 -3.438
28 N 3.356 2.388 -4.308
29 C 0.882 0.652 -2.607
30 N 0.205 -0.237 -2.888
31 Cl 2.275 -1.206 3.966
32 C 2.391 0.465 3.509
33 C 2.865 0.748 2.238
34 C 3.065 2.064 1.846
35 C 2.771 3.092 2.735
36 C 2.274 2.788 3.981
37 Cl 1.873 4.106 5.057
38 C 2.053 1.472 4.420
39 N 1.597 1.221 5.711
40 C 0.561 0.267 6.000
41 C 0.823 -0.692 6.970
42 C -0.124 -1.646 7.293
43 C -1.342 -1.650 6.626
44 C -1.609 -0.681 5.675
45 C -0.679 0.307 5.360
46 C -1.028 1.377 4.365
47 C -0.652 1.019 2.918
48 O -0.263 2.039 2.245
49 O -0.774 -0.136 2.528
50 H 3.081 -0.074 1.568
51 H 3.474 2.300 0.873
52 H 2.907 4.126 2.449
53 H 1.511 2.069 6.251
54 H 1.800 -0.692 7.438
55 H 0.094 -2.395 8.044
56 H -2.085 -2.406 6.850
57 H -2.560 -0.678 5.157
58 H -0.569 2.331 4.622
59 H -2.111 1.526 4.370

For the electronic energy, the calculation gives -2869.78819 Ha. As for the net charge: -1. The strongest force on any atom is 0.11 eV/A. The value obtained for the gap between HOMO and LUMO is 8.1 eV. For the HOMO energy, the calculation gives -5.64 eV.

=====

Formula: C21H22ClFN4O5S
Source: the Open Molecules 2025 dataset
Level of theory: ωB97M-V with the def2-TZVPD basis set

Cartesian coordinates (Å):
1 C -6.368 -1.201 -0.190
2 H -6.349 -1.584 0.740
3 C -4.972 -1.587 -0.962
4 H -5.036 -1.363 -1.994
5 H -5.076 -2.948 -1.098
6 C -3.924 -1.254 -0.161
7 N -3.765 -1.943 1.229
8 C -2.572 -2.537 1.012
9 O -2.205 -3.211 1.944
10 N -1.852 -2.433 -0.110
11 C -2.680 -1.433 -0.956
12 O -2.430 -1.294 -2.218
13 C -0.653 -3.266 -0.545
14 H -0.720 -3.356 -1.427
15 H -0.596 -3.958 0.113
16 C 0.551 -2.305 -0.198
17 O 1.730 -2.979 -0.366
18 N 0.391 -0.994 -0.050
19 C 1.485 0.172 -0.092
20 C 2.713 -0.100 -0.103
21 C 3.577 0.902 -0.184
22 C 3.079 2.277 0.373
23 C 1.837 2.528 0.458
24 C 0.887 1.415 0.452
25 Cl -0.748 1.837 0.266
26 H 1.563 3.423 0.630
27 H 3.935 2.787 0.310
28 S 5.405 0.767 -0.441
29 O 6.043 1.623 0.322
30 O 5.575 0.350 -1.743
31 N 5.578 -0.749 0.329
32 C 5.626 -0.730 1.684
33 H 6.665 -0.278 2.141
34 H 5.456 -1.796 2.264
35 H 4.855 -0.067 2.126
36 C 6.559 -1.572 -0.171
37 H 6.276 -2.788 -0.103
38 H 6.448 -1.641 -1.021
39 H 7.527 -1.524 0.128
40 H 2.996 -1.002 -0.367
41 H -0.444 -0.682 0.110
42 H -4.520 -1.776 2.016
43 C -3.958 0.307 -0.087
44 C -3.960 0.855 1.138
45 C -4.022 2.439 1.107
46 C -3.705 3.039 -0.008
47 C -3.712 2.375 -1.188
48 C -3.665 0.956 -1.246
49 H -3.695 0.700 -2.343
50 H -3.869 3.145 -2.079
51 F -3.839 4.497 0.017
52 H -3.933 2.933 2.076
53 H -3.749 0.490 1.929
54 H -7.207 -1.648 -0.739
55 H -6.341 -0.183 -0.133

For the electronic energy, the calculation gives -2366.28806 Ha. The strongest force on any atom is 15.78 eV/A. The value obtained for the gap between HOMO and LUMO is 8.4 eV. For the HOMO energy, the calculation gives -9.08 eV.